2 unconnected molecules or ions with the total composition C2H8N3O, computed with the ωB97M-V functional and the def2-TZVPD basis.

Its net charge is +1. For the strongest force on any atom, the calculation gives 0.018 Eh/bohr. The LUMO energy is -3.08 eV. As for the highest occupied orbital energy: -14.656 eV. As for the energy relative to the best compared isomer or geometry (same formula, charge and spin): 2.3 kcal per mole.

Each atom is followed by the atoms it is bonded to, with distances in Å.
Positions of all 14 atoms, in Å:
1 O 0.62013 0.16906 0.53375  C5 1.229
2 N 2.05927 -0.15915 2.28085  C5 1.332, H13 1.009, H14 1.005
3 N -0.79452 0.82654 -1.70051  C6 1.297, H11 1.030, H12 1.005
4 N -1.93824 -0.74265 -0.48793  C6 1.312, H8 1.017, H9 1.006
5 C 1.73376 0.23052 1.04919  O1 1.229, N2 1.332, H10 1.090
6 C -1.73700 -0.05756 -1.58866  N3 1.297, N4 1.312, H7 1.089
7 H -2.43881 -0.26101 -2.39676  C6 1.089
8 H -1.33800 -0.61654 0.32357  N4 1.017
9 H -2.40914 -1.62798 -0.56716  N4 1.006
10 H 2.58533 0.63322 0.50130  C5 1.090
11 H -0.05026 0.85669 -0.98977  N3 1.030
12 H -0.81156 1.60550 -2.33469  N3 1.005
13 H 1.46900 -0.65342 2.93332  N2 1.009
14 H 3.05004 -0.20323 2.44351  N2 1.005